No. 1
The following is a quantum chemistry calculation of C8H14AgBF4NO4S as an isolated structure, from the Open Molecules 2025 dataset.

```
34
Properties=species:S:1:pos:R:3:mulliken_charge:R:1
Ag -5.96 -0.68 -1.33 0.869
S -0.19 2.54 0.84 1.079
F -4.72 0.67 0.06 -0.301
F -3.83 0.43 2.00 -0.211
F -5.07 -1.13 1.20 -0.283
F -1.76 2.64 0.67 -0.182
O 2.34 -0.78 -1.76 -0.404
O -2.56 -0.19 -0.88 -0.311
O 0.01 1.73 2.00 -0.572
O 0.34 3.85 0.70 -0.560
N 3.19 -0.74 0.35 0.289
C -2.90 -0.90 0.29 -0.470
C -0.62 0.97 -1.68 -0.662
C -4.12 -0.23 0.92 0.717
C -1.25 -0.41 -1.41 -0.434
C 4.17 -1.76 0.01 -0.685
C 2.43 -0.93 1.57 -0.743
C 2.43 -0.10 -0.78 0.309
C 1.92 1.26 -0.49 -0.644
B 0.35 1.49 -0.60 -0.010
H -1.46 1.66 -1.82 0.438
H 1.79 -1.81 1.44 0.361
H 4.72 -1.47 -0.88 0.338
H 1.84 -0.04 1.81 0.277
H 3.11 -1.14 2.40 0.376
H -1.33 -0.99 -2.33 0.384
H -0.08 0.94 -2.63 0.356
H 2.32 1.61 0.47 0.613
H 4.83 -1.89 0.87 0.320
H 2.32 1.93 -1.27 0.287
H -3.13 -1.95 0.08 0.432
H -0.67 -1.03 -0.71 0.321
H 3.63 -2.70 -0.16 0.365
H -2.11 -0.86 1.05 0.343
```

Values from the calculation:
Orbital gap (spin up / spin down), eV: 8.7 / 6.9
Charge: +2
Multiplicity: 2


No. 2
The following is a quantum chemistry calculation of a 2-piece molecular cluster, CH4NOP overall, from the Open Molecules 2025 dataset.

```
8
Properties=species:S:1:pos:R:3:mulliken_charge:R:1
P -2.44 1.08 -0.07 0.168
O -3.87 -1.03 -0.08 -0.513
N -1.24 -0.02 0.28 -0.124
C 0.11 0.16 0.01 -0.679
H 0.17 0.57 -1.04 0.251
H 0.36 0.99 0.77 0.269
H 0.54 -0.86 0.06 0.313
H -1.48 -0.92 0.58 0.316
```

Values from the calculation:
ΔE to the lowest compared entry with this formula, charge and spin, kJ/mol: 669.3
Orbital gap (spin up / spin down), eV: 6.7 / 6.7
Charge: 0


No. 3
The following is a quantum chemistry calculation of C36H44AsN4O9P2STi as an isolated structure, from the Open Molecules 2025 dataset.

```
98
Properties=species:S:1:pos:R:3:mulliken_charge:R:1
As -2.69 -2.21 -3.02 1.328
Ti -1.17 -0.84 -0.44 0.080
S -3.01 -2.70 0.43 1.786
P 2.60 0.11 0.44 1.224
P 3.01 1.66 -2.43 1.182
O 0.23 -0.37 -1.82 1.305
O -1.69 3.16 0.72 -0.703
O -3.03 -1.96 -4.59 -0.796
O -1.66 -2.89 -0.17 -0.494
O -2.34 -0.86 -2.08 -0.404
O -1.22 -3.19 -2.91 -0.633
O -3.24 -3.37 1.67 -0.662
O -3.18 -1.23 0.44 -0.437
O -0.71 -1.12 1.69 -0.934
N -0.59 1.20 -3.27 0.646
N 0.71 -0.59 -4.01 1.049
N -1.10 2.20 2.74 -0.194
N -1.13 0.90 0.90 0.297
C 1.71 -0.92 5.24 -0.806
C 3.88 1.44 0.24 0.061
C -3.42 0.53 6.20 -0.845
C 0.10 0.06 -3.01 -0.585
C -2.27 0.74 5.46 -0.393
C 4.34 1.30 -3.66 -1.448
C 5.56 2.89 1.22 -0.793
C -5.25 -4.09 -0.21 -0.567
C 5.74 3.53 0.01 -0.926
C 0.25 0.61 4.08 -0.231
C -4.57 0.06 5.59 -0.537
C 4.98 3.14 -1.08 -0.704
C -4.57 -0.19 4.22 -0.982
C -2.26 0.49 4.08 0.425
C 2.92 -0.45 2.16 -1.228
C -1.01 0.84 3.27 2.673
C 1.07 1.66 4.46 -0.434
C -3.42 0.03 3.47 -0.205
C 2.49 3.33 -3.02 -1.450
C 2.21 1.43 5.22 -0.887
C -1.62 1.21 -4.31 -1.320
C -6.22 -4.61 -1.05 -0.658
C -4.09 -3.18 -2.11 -0.474
C 0.57 -0.69 4.49 -0.021
C -0.89 2.07 -2.15 -1.301
C 4.04 2.11 -0.98 -0.013
C -5.07 -3.70 -2.94 -0.973
C 1.41 -1.84 -3.76 -1.169
C 4.64 1.85 1.33 -0.691
C 0.93 -0.01 -5.32 -1.325
C 3.42 -1.30 -0.43 -1.079
C -0.93 0.09 1.93 -0.212
C -6.14 -4.41 -2.41 -0.565
C 2.53 0.14 5.60 -0.461
C -1.37 2.20 1.37 -0.458
C -4.19 -3.37 -0.73 0.253
H -1.53 2.10 -4.93 0.306
H 1.14 -2.57 -4.52 0.410
H 2.30 -1.33 2.32 0.542
H 0.23 -0.40 -6.06 0.331
H -5.45 -0.57 3.74 0.448
H -1.59 2.89 3.27 0.352
H -5.47 -0.11 6.17 0.396
H -6.89 -4.81 -3.07 0.401
H -5.30 -4.24 0.86 0.541
H 5.12 3.65 -2.02 0.224
H 1.91 3.20 -3.94 0.378
H 3.89 1.01 -4.61 0.384
H -1.01 3.09 -2.52 0.468
H 2.49 -1.67 -3.80 0.290
H 3.41 -1.13 -1.50 0.149
H 2.84 -2.20 -0.22 0.389
H 4.44 -1.45 -0.09 0.393
H -4.99 -3.53 -4.01 0.546
H 1.94 -0.25 -5.64 0.403
H 2.84 2.26 5.50 0.463
H 1.96 -1.93 5.54 0.431
H 3.43 -0.05 6.19 0.395
H 6.45 4.34 -0.08 0.390
H 3.32 4.00 -3.23 0.518
H -7.05 -5.17 -0.63 0.398
H -1.82 1.78 -1.65 0.407
H -3.44 -0.18 2.41 0.445
H 5.00 2.15 -3.83 0.468
H 6.13 3.19 2.09 0.409
H 4.94 0.47 -3.29 0.346
H -0.08 2.05 -1.42 0.006
H 4.53 1.37 2.29 0.299
H 1.14 -2.23 -2.78 0.223
H 1.83 3.78 -2.28 0.323
H -1.10 -3.63 -3.76 0.300
H 3.96 -0.70 2.35 0.608
H -0.08 -1.51 4.20 0.500
H 0.83 2.67 4.13 0.439
H -1.59 0.32 -4.92 0.516
H 0.83 1.07 -5.27 0.396
H 2.59 0.30 2.88 -0.075
H -1.37 1.09 5.95 0.430
H -3.41 0.73 7.27 0.410
H -2.60 1.22 -3.82 0.293
```

Values from the calculation:
ΔE to the lowest compared entry with this formula, charge and spin, kJ/mol: 71.8
Orbital gap (spin up / spin down), eV: 8.3 / 8.6
Charge: 0
Multiplicity: 2


No. 4
The following is a quantum chemistry calculation of C19H20Cl3F2N3OS2Ti as an isolated structure, from the Open Molecules 2025 dataset.

```
51
Properties=species:S:1:pos:R:3:mulliken_charge:R:1
Ti -0.71 -0.14 0.58 -0.461
Cl -0.27 3.93 -6.08 -0.291
Cl -3.37 1.67 -2.28 -0.195
Cl 1.97 1.92 -1.59 -0.221
S -0.43 2.01 1.87 -0.531
S -2.48 4.22 1.54 -0.217
F 2.12 0.19 1.45 -0.318
F 1.56 -1.87 1.98 -0.306
O -0.80 1.14 -0.94 0.691
N -1.66 -1.91 1.21 0.727
N -2.59 0.38 1.12 1.252
N -3.01 1.68 1.21 -1.367
C -1.78 -4.29 1.60 -1.004
C 1.03 -0.57 1.91 -0.214
C -3.21 -4.22 1.79 -0.130
C -3.82 -3.03 1.69 -1.162
C -1.10 -3.15 1.32 -0.126
C -0.43 3.11 -4.53 0.359
C 0.27 -1.46 -0.88 -1.656
C -1.81 -1.57 -2.34 -1.220
C 0.18 -2.97 -2.91 -1.777
C -3.06 -1.84 1.42 0.891
C -2.06 2.49 1.51 0.396
C -1.62 4.71 0.02 -0.571
C -1.80 2.08 -2.87 1.065
C -3.55 -0.57 1.36 -1.238
C -0.68 1.75 -2.05 -1.426
C 0.57 2.19 -2.57 0.544
C -1.68 2.73 -4.08 -0.722
C 0.70 2.85 -3.78 -0.660
C -0.62 -2.33 -1.77 1.587
H -1.48 -0.74 -2.97 0.129
H -3.78 -5.12 2.00 0.368
H -1.02 -3.15 -1.16 -0.055
H 0.58 -2.20 -3.57 0.340
H -4.89 -2.92 1.82 0.337
H 1.02 -2.10 -0.41 0.414
H -1.25 -5.23 1.68 0.367
H -0.58 4.39 0.08 0.153
H -0.04 -3.18 1.17 0.285
H 1.68 3.15 -4.12 0.417
H 1.02 -3.55 -2.52 0.401
H -2.45 -1.16 -1.55 0.138
H -1.66 5.80 -0.06 0.368
H 0.91 -0.29 2.96 0.343
H -2.57 2.95 -4.66 0.405
H 0.83 -0.76 -1.52 0.675
H -4.58 -0.28 1.54 0.245
H -2.10 4.26 -0.84 0.075
H -2.43 -2.22 -2.97 0.485
H -0.44 -3.65 -3.52 0.410
```

Values from the calculation:
ΔE to the lowest compared entry with this formula, charge and spin, kJ/mol: 85.9
Orbital gap, eV: 4.2
Charge: -2


No. 5
The following is a quantum chemistry calculation of a 4-piece molecular cluster, C2H12N2O4 overall, from the Open Molecules 2025 dataset.

```
20
Properties=species:S:1:pos:R:3:mulliken_charge:R:1
O 0.75 0.37 3.60 -0.621
O 2.80 0.92 -1.49 -0.667
O -3.07 -0.34 -1.71 -0.645
O 1.24 -1.43 0.59 -0.632
N -0.08 1.11 -0.80 -0.522
N -0.95 -1.77 -0.08 -0.321
C -0.23 0.49 0.56 -0.391
C 0.11 -1.00 0.27 0.417
H 3.18 0.17 -0.97 0.324
H -3.17 -0.56 -2.56 0.270
H 3.04 0.65 -2.35 0.303
H -3.04 0.59 -1.42 0.312
H -1.73 -1.36 -0.59 0.279
H 0.55 -0.03 2.84 0.314
H 0.64 0.67 1.35 0.252
H 0.89 1.22 -1.12 0.224
H -0.81 -2.78 -0.24 0.241
H 1.58 0.24 3.90 0.286
H -1.23 0.82 0.93 0.327
H -0.46 2.03 -0.72 0.249
```

Values from the calculation:
ΔE to the lowest compared entry with this formula, charge and spin, kJ/mol: 232.3
SMILES: NCC(N)=O.O.O.O
Orbital gap, eV: 9.8
Charge: 0


| no. | maximum force (eV Å⁻¹) |
| --- | --- |
| 1 | 1.21 |
| 2 | 4.62 |
| 3 | 0.89 |
| 4 | 0.24 |
| 5 | 6.96 |